# 1
73
Properties=species:S:1:pos:R:3:lowdin_charge:R:1 method="wB97M-V/def2-TZVPD" spin_multiplicity=3 homo_lumo_gap_ha="0.1961 / 0.2162" s_squared=2.013 lumo_energy_ev="-11.8 / -11.2" homo_energy_ha="-0.6285 / -0.6285" total_charge=+3
V -0.35 -1.83 -2.08 1.18
C -1.27 3.24 -2.74 -0.02
N -0.76 1.89 -3.00 -0.06
C -1.36 0.73 -3.01 -0.10
N -0.47 -0.24 -3.36 -0.03
C 0.67 0.50 -3.57 -0.16
N 0.54 1.78 -3.37 0.21
C -1.19 3.68 -1.32 -0.19
C -1.03 5.05 -0.99 0.01
C -1.07 5.52 0.28 -0.01
C -1.07 4.60 1.35 0.05
C -1.23 3.25 1.01 -0.14
C -1.40 2.84 -0.29 -0.04
C -1.21 2.20 2.10 -0.24
N -2.16 1.37 2.37 0.13
N -1.61 0.29 3.04 0.10
C -0.35 0.48 3.07 -0.32
O -0.04 1.68 2.60 0.13
C 0.63 -0.66 3.18 -0.09
C 2.01 -0.41 3.42 0.03
C 2.83 -1.52 3.35 -0.03
C 2.36 -2.80 3.08 0.00
C 1.01 -3.02 2.84 -0.22
C 0.53 -4.33 2.32 -0.01
N 0.15 -4.20 0.88 -0.04
C 0.65 -3.34 0.00 -0.09
N 0.10 -3.56 -1.22 -0.05
C -0.71 -4.64 -0.99 -0.14
N -0.68 -5.07 0.25 0.19
C 0.13 -1.95 2.89 0.02
H -2.30 3.17 -3.03 0.14
H -0.74 3.94 -3.40 0.16
H -2.37 0.52 -2.81 0.15
H 1.59 0.08 -3.89 0.13
H -0.93 5.72 -1.83 0.13
H -0.90 6.58 0.47 0.13
H -0.99 4.87 2.39 0.14
H -1.61 1.80 -0.56 0.11
H 2.28 0.58 3.73 0.13
H 3.88 -1.37 3.57 0.13
H 3.09 -3.58 2.92 0.13
H -0.38 -4.63 2.82 0.15
H 1.29 -5.07 2.38 0.13
H 1.37 -2.53 0.19 0.14
H -1.26 -5.16 -1.76 0.14
H -0.94 -2.07 2.75 0.12
O 5.80 1.98 -1.72 0.15
C 4.74 2.44 -0.99 -0.43
O 4.72 3.58 -0.65 0.18
C 3.54 1.50 -0.82 -0.06
C 2.45 2.03 -0.10 0.08
C 1.26 1.31 0.02 0.02
C 1.21 0.03 -0.48 -0.25
C 2.29 -0.54 -1.10 -0.05
C 3.50 0.18 -1.26 0.03
N -0.07 -0.66 -0.56 -0.01
C -1.10 -0.51 0.22 0.00
C -2.28 -1.27 -0.13 -0.21
C -3.38 -1.29 0.68 0.08
C -4.53 -1.96 0.18 0.05
C -4.47 -2.49 -1.08 0.03
C -3.31 -2.35 -1.88 -0.03
N -2.21 -1.84 -1.39 -0.03
H 6.02 1.08 -1.61 0.09
H 2.54 3.03 0.26 0.14
H 0.42 1.75 0.46 0.06
H 2.30 -1.59 -1.49 0.12
H 4.32 -0.32 -1.69 0.12
H -1.13 0.03 1.13 0.08
H -3.41 -0.90 1.69 0.13
H -5.47 -1.97 0.76 0.16
H -5.32 -2.97 -1.58 0.15
H -3.15 -2.65 -2.91 0.15

=====

# 2
128
Properties=species:S:1:pos:R:3:lowdin_charge:R:1 method="wB97M-V/def2-TZVPD" homo_lumo_gap_ha=0.2175 lumo_energy_ev=-0.9 homo_energy_ha=-0.2495 total_charge=0
Mg -0.42 0.94 -0.05 0.44
O -1.73 1.20 -1.41 -0.36
C -2.27 2.54 -1.31 -0.32
C -1.85 3.20 0.06 -0.31
O -0.60 2.80 0.72 -0.36
H -3.32 2.57 -1.59 0.08
H -1.84 3.18 -2.08 0.07
H -2.61 2.93 0.79 0.07
H -1.89 4.28 0.14 0.09
C 1.77 -5.53 6.08 -0.06
C 1.97 -4.94 4.80 -0.06
C 1.14 -3.93 4.37 -0.02
C 0.11 -3.45 5.21 -0.09
C -0.13 -4.14 6.46 0.01
C 0.73 -5.14 6.91 -0.08
N -0.86 -2.39 4.78 -0.32
O -0.44 -1.52 3.99 0.05
O -1.96 -2.31 5.24 0.11
H 2.38 -6.37 6.37 0.10
H 2.84 -5.22 4.21 0.11
H 1.32 -3.55 3.37 0.10
H -0.96 -3.82 7.08 0.11
H 0.52 -5.54 7.89 0.11
C -3.85 -0.36 -4.57 -0.21
C -3.46 1.07 -4.99 -0.21
C -3.99 1.19 -6.43 -0.22
S -3.89 -0.48 -7.22 0.72
O -2.67 -0.56 -8.04 -0.35
O -5.25 -0.85 -7.66 -0.35
C -3.46 -1.37 -5.68 -0.21
H -4.92 -0.24 -4.39 0.12
H -3.39 -0.51 -3.60 0.09
H -2.38 1.23 -4.94 0.11
H -3.96 1.89 -4.48 0.12
H -3.56 1.93 -7.10 0.10
H -5.03 1.49 -6.33 0.10
H -2.39 -1.59 -5.67 0.09
H -3.80 -2.40 -5.80 0.10
C 3.79 1.73 2.64 -0.20
C 3.46 0.96 3.91 -0.17
C 2.19 0.05 3.65 -0.20
S 2.16 -0.33 1.91 0.73
O 0.94 0.19 1.29 -0.35
O 2.46 -1.72 1.69 -0.31
C 3.63 0.71 1.45 -0.15
H 4.80 2.15 2.58 0.11
H 3.15 2.58 2.41 0.10
H 3.17 1.67 4.69 0.10
H 4.36 0.43 4.21 0.12
H 1.26 0.58 3.84 0.08
H 2.07 -0.91 4.16 0.09
H 3.43 1.05 0.44 0.07
H 4.44 -0.02 1.49 0.10
C 0.34 3.51 3.88 -0.23
C 0.92 3.91 5.25 -0.22
C -0.21 4.59 6.11 -0.20
S -1.73 3.77 5.53 0.73
O -2.60 4.82 5.04 -0.34
O -2.22 2.74 6.51 -0.37
C -1.01 2.79 4.11 -0.18
H 1.05 2.81 3.42 0.08
H 0.25 4.37 3.22 0.12
H 1.85 4.44 5.07 0.11
H 1.28 2.98 5.68 0.09
H -0.24 5.66 5.90 0.10
H -0.02 4.43 7.17 0.10
H -1.83 2.71 3.39 0.08
H -0.76 1.80 4.48 0.09
C 2.26 4.92 -2.20 -0.20
C 1.38 4.41 -3.37 -0.19
C 1.27 2.81 -3.39 -0.13
S 2.11 2.29 -1.79 0.77
O 3.48 1.96 -2.15 -0.33
O 1.27 1.35 -0.99 -0.37
C 2.06 3.92 -1.03 -0.20
H 2.11 5.97 -1.96 0.12
H 3.23 4.80 -2.69 0.11
H 1.71 4.77 -4.35 0.10
H 0.37 4.81 -3.32 0.10
H 1.73 2.22 -4.19 0.08
H 0.23 2.56 -3.21 0.08
H 2.79 3.87 -0.23 0.10
H 1.06 4.05 -0.63 0.09
C 4.57 -2.94 -3.85 -0.22
C 5.58 -2.01 -3.18 -0.21
C 4.82 -0.70 -2.90 -0.17
S 3.56 -0.46 -4.37 0.75
O 4.00 0.45 -5.44 -0.35
O 2.22 -0.37 -3.80 -0.36
C 3.70 -2.24 -4.94 -0.18
H 3.90 -3.38 -3.11 0.10
H 5.05 -3.83 -4.25 0.11
H 6.49 -1.80 -3.75 0.11
H 5.95 -2.48 -2.27 0.11
H 5.35 0.22 -2.65 0.09
H 4.21 -0.86 -2.02 0.08
H 4.16 -2.19 -5.92 0.09
H 2.70 -2.68 -5.05 0.09
C -1.55 -3.18 -2.84 -0.14
C -1.67 -3.51 -1.29 -0.22
C -0.29 -3.61 -0.61 -0.17
S 0.61 -2.16 -1.44 0.74
O 2.01 -2.49 -1.47 -0.31
O 0.14 -0.97 -0.78 -0.34
C -0.25 -2.28 -3.08 -0.16
H -2.45 -2.64 -3.12 0.08
H -1.50 -4.08 -3.45 0.10
H -2.29 -4.38 -1.10 0.11
H -2.20 -2.76 -0.70 0.08
H 0.03 -4.61 -0.90 0.10
H -0.23 -3.56 0.47 0.10
H 0.46 -2.77 -3.75 0.08
H -0.45 -1.26 -3.43 0.09
C -4.66 -1.08 0.23 -0.22
C -4.57 -2.21 1.23 -0.24
C -3.39 -2.01 2.16 -0.19
S -2.90 -0.21 2.01 0.78
O -1.71 -0.14 1.15 -0.34
O -2.96 0.41 3.32 -0.31
C -4.42 0.21 1.06 -0.17
H -5.67 -1.14 -0.18 0.12
H -3.94 -1.06 -0.58 0.10
H -4.70 -3.21 0.80 0.11
H -5.49 -2.10 1.81 0.11
H -2.47 -2.56 2.00 0.09
H -3.70 -2.13 3.20 0.09
H -4.20 0.97 0.31 0.09
H -5.25 0.42 1.73 0.11

=====

# 3
12
Properties=species:S:1:pos:R:3:lowdin_charge:R:1 method="wB97M-V/def2-TZVPD" homo_lumo_gap_ha=0.2127 lumo_energy_ev=-6.6 homo_energy_ha=-0.4553 total_charge=+1
N -3.20 -1.40 -1.13 0.02
H -3.55 -2.07 -0.46 0.01
H -0.12 0.89 0.56 0.15
H -3.98 -0.96 -1.59 0.01
H -2.49 -0.72 -0.90 -0.03
N 2.83 0.40 0.17 0.15
C 1.67 0.08 0.72 -0.07
N 0.75 1.01 1.09 0.17
H 3.15 1.35 0.40 0.15
H 2.87 0.41 -0.85 0.16
H 1.08 -0.67 0.19 0.15
H 0.99 1.69 1.80 0.14

=====

# 4
15
Properties=species:S:1:pos:R:3:lowdin_charge:R:1 method="wB97M-V/def2-TZVPD" homo_lumo_gap_ha=0.3699 lumo_energy_ev=-4.0 homo_energy_ha=-0.5175 total_charge=+1
C 0.11 -0.90 -1.16 -0.30
N -1.00 -0.41 -1.68 0.01
C -1.55 0.91 -1.38 -0.03
O 0.82 -0.32 -0.32 -0.06
H 0.39 -1.89 -1.54 0.15
H -1.46 -0.96 -2.38 0.15
H -0.95 1.36 -0.59 0.08
H -2.58 0.80 -1.05 0.09
H -1.51 1.54 -2.26 0.10
C 1.07 -0.56 1.80 0.07
N 1.51 0.54 2.29 0.18
H 0.02 -0.79 1.85 0.13
H 1.78 -1.34 1.56 0.13
H 2.49 0.74 2.31 0.15
H 0.87 1.27 2.57 0.15

=====

# 5
10
Properties=species:S:1:pos:R:3:lowdin_charge:R:1 method="wB97M-V/def2-TZVPD" spin_multiplicity=3 homo_lumo_gap_ha="0.3100 / 0.2553" s_squared=2.012 lumo_energy_ev="0.6 / -1.5" homo_energy_ha="-0.2869 / -0.3118" total_charge=0
O 0.18 0.72 -1.86 -0.31
C 0.54 1.18 -0.67 -0.27
C 0.60 0.52 0.51 -0.18
O 0.35 -0.81 0.72 -0.17
C -0.93 -1.36 0.25 -0.31
Pd -0.82 -0.69 -1.52 0.87
H 0.77 2.26 -0.61 0.12
H 1.29 0.98 1.23 0.13
H -1.73 -0.92 0.88 0.06
H -0.88 -2.42 0.51 0.06

=====

# 6
19
Properties=species:S:1:pos:R:3:lowdin_charge:R:1 method="wB97M-V/def2-TZVPD" homo_lumo_gap_ha=0.3724 smiles="C=CCCCO.O" lumo_energy_ev=0.6 homo_energy_ha=-0.3489 total_charge=0
C 1.67 0.14 0.89 -0.02
C 0.52 0.60 1.40 -0.16
C -0.41 1.49 0.61 -0.20
C -0.45 1.17 -0.90 -0.19
C -0.82 -0.27 -1.36 -0.26
O -1.50 -1.07 -0.41 -0.07
H 2.26 -0.50 1.52 0.06
H 2.04 0.65 0.01 0.07
H 0.24 0.24 2.38 0.10
H -0.15 2.55 0.69 0.11
H -1.46 1.37 0.87 0.10
H -1.24 1.79 -1.34 0.10
H 0.52 1.38 -1.35 0.10
H 0.10 -0.80 -1.61 0.11
H -1.41 -0.09 -2.26 0.11
H -2.45 -1.02 -0.51 0.10
O 1.23 -2.57 0.59 -0.07
H 0.76 -1.81 0.24 -0.02
H 0.56 -3.27 0.55 0.04

=====

# 7
49
Properties=species:S:1:pos:R:3:lowdin_charge:R:1 method="wB97M-V/def2-TZVPD" homo_lumo_gap_ha=0.3425 smiles="CCn1c(C)nc2cc(C(=O)NNS(=O)(=O)c3ccc(C)cc3C)ccc21" lumo_energy_ev=0.7 homo_energy_ha=-0.3166 total_charge=0
C -6.63 0.20 -2.02 -0.06
C -6.59 0.26 -0.49 -0.18
N -5.34 -0.23 0.02 0.00
C -5.04 -1.51 0.44 -0.34
C -6.05 -2.59 0.48 0.00
N -3.80 -1.65 0.79 0.16
C -3.21 -0.43 0.61 -0.21
C -1.90 -0.03 0.82 0.05
C -1.58 1.30 0.55 -0.14
C -0.22 1.84 0.73 -0.43
O 0.04 3.02 0.88 0.07
N 0.79 0.90 0.80 0.01
N 2.11 1.39 0.75 -0.09
S 2.81 1.18 -0.81 0.71
O 1.86 0.45 -1.61 -0.29
O 3.29 2.44 -1.30 -0.28
C 4.18 0.10 -0.44 -0.24
C 4.20 -1.14 -1.04 -0.05
C 5.25 -2.01 -0.79 -0.03
C 6.29 -1.63 0.05 -0.26
C 7.44 -2.54 0.31 -0.05
C 6.24 -0.37 0.64 0.00
C 5.20 0.52 0.41 -0.24
C 5.15 1.86 1.07 -0.04
C -2.55 2.19 0.08 -0.02
C -3.85 1.81 -0.15 0.00
C -4.17 0.48 0.11 -0.16
H -6.52 -0.82 -2.36 0.07
H -7.57 0.60 -2.38 0.07
H -5.82 0.80 -2.44 0.07
H -7.40 -0.33 -0.07 0.12
H -6.71 1.30 -0.16 0.12
H -5.57 -3.50 0.83 0.08
H -6.48 -2.77 -0.51 0.08
H -6.86 -2.34 1.16 0.08
H -1.18 -0.72 1.22 0.12
H 0.69 0.04 0.27 0.12
H 2.03 2.39 0.96 0.11
H 3.38 -1.41 -1.69 0.11
H 5.26 -2.98 -1.26 0.11
H 8.37 -2.10 -0.06 0.09
H 7.30 -3.50 -0.17 0.07
H 7.56 -2.70 1.39 0.08
H 7.05 -0.07 1.30 0.12
H 4.42 1.84 1.88 0.08
H 6.13 2.11 1.49 0.08
H 4.85 2.61 0.36 0.07
H -2.24 3.21 -0.11 0.12
H -4.59 2.51 -0.52 0.11

=====

# 8
17
Properties=species:S:1:pos:R:3:lowdin_charge:R:1 method="wB97M-V/def2-TZVPD" spin_multiplicity=3 homo_lumo_gap_ha="0.2208 / 0.2733" s_squared=2.006 lumo_energy_ev="0.8 / -2.4" homo_energy_ha="-0.1916 / -0.3621" total_charge=0
O 0.72 1.40 -0.23 -0.28
C -0.19 1.02 0.78 -0.26
C -1.24 0.08 0.24 -0.21
O -0.55 -1.01 -0.37 -0.40
C -1.40 -2.06 -0.79 -0.11
Ag 1.22 -0.36 -1.44 0.74
H -0.69 1.90 1.22 0.13
H 0.35 0.49 1.58 0.13
H -1.89 0.58 -0.50 0.13
H -1.87 -0.29 1.05 0.13
H -0.80 -2.76 -1.38 0.08
H -1.83 -2.57 0.08 0.09
H -2.22 -1.67 -1.42 0.09
O 2.73 0.16 -0.16 -0.29
C 2.42 1.35 0.29 -0.22
H 2.79 2.20 -0.31 0.11
H 2.46 1.52 1.38 0.12

=====

# 9
74
Properties=species:S:1:pos:R:3:lowdin_charge:R:1 method="wB97M-V/def2-TZVPD" homo_lumo_gap_ha=0.1694 lumo_energy_ev=-6.6 homo_energy_ha=-0.4105 total_charge=+1
F 0.98 -1.12 6.86 0.07
C 1.63 -0.74 5.71 -0.21
C 2.96 -0.37 5.79 0.11
C 3.54 0.13 4.62 -0.21
F 4.86 0.52 4.66 0.07
C 2.84 0.25 3.43 0.08
C 1.58 -0.40 3.32 -0.19
C 1.13 -0.98 2.06 0.18
C 1.28 -2.38 1.87 -0.13
C 1.62 -2.94 0.61 0.10
C 1.46 -4.29 0.40 -0.20
F 1.32 -4.76 -0.88 0.07
C 1.32 -5.22 1.43 0.15
C 1.35 -4.68 2.71 -0.20
F 1.52 -5.55 3.77 0.08
C 1.23 -3.33 2.96 0.11
C 0.91 -0.74 4.53 0.01
H 3.54 -0.49 6.69 0.14
H 3.30 0.65 2.52 0.14
H 0.82 -0.35 1.23 0.12
H 2.06 -2.30 -0.16 0.11
H 1.26 -6.28 1.24 0.16
H 1.13 -2.97 3.98 0.12
H -0.08 -1.18 4.44 0.14
C 2.39 -0.44 -1.83 -0.16
Si 0.72 -0.56 -2.61 0.40
C 0.75 0.42 -4.20 -0.14
C 0.07 -2.30 -2.76 -0.14
O -0.15 0.17 -1.41 -0.17
C -1.17 1.11 -1.24 -0.36
C -0.56 2.53 -1.17 -0.17
C 0.80 2.80 -0.95 -0.03
C 1.23 4.14 -0.91 -0.06
C 0.31 5.18 -1.09 -0.08
C -1.06 4.91 -1.24 -0.06
C -1.48 3.59 -1.23 -0.07
C -2.15 0.93 -2.41 -0.15
C -2.24 1.89 -3.43 -0.05
C -3.11 1.70 -4.51 -0.06
C -3.69 0.45 -4.71 -0.08
C -3.48 -0.57 -3.78 -0.07
C -2.77 -0.31 -2.60 -0.04
C -1.78 0.85 0.16 -0.26
C -1.21 1.66 1.35 -0.11
C -1.63 0.87 2.59 -0.14
C -2.13 -0.50 2.03 -0.18
N -1.61 -0.48 0.66 -0.01
H 2.94 -1.36 -2.07 0.04
H 2.94 0.41 -2.25 0.05
H 2.37 -0.31 -0.74 0.01
H 1.61 0.05 -4.80 0.05
H -0.16 0.34 -4.81 0.04
H 0.93 1.48 -3.97 0.05
H 0.79 -2.93 -3.31 0.05
H -0.07 -2.75 -1.76 0.02
H -0.90 -2.36 -3.29 0.04
H 1.52 1.99 -0.82 0.10
H 2.29 4.33 -0.72 0.11
H 0.66 6.21 -1.07 0.11
H -1.78 5.71 -1.40 0.11
H -2.54 3.35 -1.34 0.13
H -1.62 2.78 -3.41 0.12
H -3.27 2.55 -5.19 0.12
H -4.31 0.29 -5.60 0.11
H -3.84 -1.58 -3.98 0.11
H -2.63 -1.08 -1.84 0.11
H -2.84 1.15 0.08 0.16
H -0.12 1.58 1.29 0.10
H -1.46 2.73 1.33 0.13
H -0.75 0.69 3.23 0.07
H -2.41 1.37 3.18 0.12
H -1.75 -1.35 2.61 0.10
H -3.25 -0.55 2.05 0.12
H -1.93 -1.23 0.07 0.11

=====

# 10
17
Properties=species:S:1:pos:R:3:lowdin_charge:R:1 method="wB97M-V/def2-TZVPD" homo_lumo_gap_ha=0.2138 smiles=CCCCC[O-] lumo_energy_ev=3.8 homo_energy_ha=-0.0744 total_charge=-1
C 1.25 0.01 -1.81 -0.13
C -0.17 -0.47 -1.54 -0.29
C -0.49 -0.61 -0.05 -0.27
C -0.18 0.58 0.83 -0.25
C -0.63 0.41 2.31 -0.59
O -0.77 1.56 2.97 -0.38
H 1.37 1.04 -1.44 0.07
H 1.94 -0.55 -1.19 0.07
H 1.49 -0.04 -2.87 0.05
H -0.30 -1.46 -1.98 0.09
H -0.93 0.14 -2.03 0.10
H 0.12 -1.45 0.34 0.11
H -1.51 -0.95 0.11 0.09
H -0.67 1.49 0.47 0.10
H 0.90 0.77 0.84 0.09
H -1.57 -0.22 2.24 0.07
H 0.13 -0.26 2.79 0.07

=====

# 11
9
Properties=species:S:1:pos:R:3:lowdin_charge:R:1 method="wB97M-V/def2-TZVPD" homo_lumo_gap_ha=0.3795 smiles=FC(F)(Br)CS lumo_energy_ev=0.6 homo_energy_ha=-0.3580 total_charge=0
F -1.71 0.62 -0.18 0.03
C -0.63 0.34 0.56 -1.08
F -0.90 -0.68 1.31 0.05
Br -0.35 1.91 1.66 0.77
C 0.69 -0.05 -0.13 -0.56
S 0.53 -1.54 -1.19 0.67
H 1.31 0.60 -0.66 0.04
H 1.39 -0.50 0.72 0.12
H -0.32 -0.71 -2.08 -0.05

=====

# 12
20
Properties=species:S:1:pos:R:3:lowdin_charge:R:1 method="wB97M-V/def2-TZVPD" homo_lumo_gap_ha="0.3162 / 0.2709" lumo_energy_ev="-6.4 / -7.1" homo_energy_ha="-0.5511 / -0.5332" total_charge=+1
C 2.98 0.04 0.96 -0.10
C -0.06 -0.12 -0.90 -0.58
C -3.41 0.19 0.22 -0.05
C -2.10 -0.63 0.11 -0.19
N 2.39 1.23 1.10 0.14
N 2.49 -0.90 0.13 0.05
N 1.01 0.81 -1.01 0.24
N 1.48 1.58 0.04 0.01
O -0.21 -0.88 -1.80 0.16
O 3.20 -1.68 -0.63 0.13
O -0.85 0.08 0.16 0.01
H 3.80 -0.09 1.58 0.13
H -3.63 0.74 1.10 0.06
H -3.53 0.88 -0.52 0.03
H -4.23 -0.63 0.04 0.13
H -2.15 -1.22 -0.91 0.15
H -2.16 -1.45 0.89 0.14
H 0.74 1.81 0.74 0.20
H 1.72 2.47 -0.29 0.17
H 2.50 -2.24 -0.99 0.15

=====

# 13
4
Properties=species:S:1:pos:R:3:lowdin_charge:R:1 method="wB97M-V/def2-TZVPD" homo_lumo_gap_ha="0.2826 / 0.2826" smiles=ClOSCl lumo_energy_ev="-1.9 / -2.0" homo_energy_ha="-0.3543 / -0.3543" total_charge=0
Cl -2.03 0.60 0.19 0.41
O -0.65 -0.53 -0.45 -1.00
S 0.65 -0.71 0.37 0.44
Cl 2.03 0.64 -0.11 0.15

=====

# 14
10
Properties=species:S:1:pos:R:3:lowdin_charge:R:1 method="wB97M-V/def2-TZVPD" homo_lumo_gap_ha=0.3406 lumo_energy_ev=0.0 homo_energy_ha=-0.3389 total_charge=0
C 0.95 -0.52 1.94 -0.13
C -1.16 -0.32 -1.77 -0.34
N 1.16 0.42 1.10 -0.01
O -0.87 2.07 -1.33 -0.58
S -1.39 0.89 -0.69 0.81
H -0.06 -0.71 2.28 0.05
H 1.87 -1.03 2.38 0.08
H -1.01 0.01 -2.90 0.08
H -1.56 -1.30 -1.67 -0.02
H 2.08 0.49 0.66 0.05

=====

# 15
23
Properties=species:S:1:pos:R:3:lowdin_charge:R:1 method="wB97M-V/def2-TZVPD" spin_multiplicity=2 homo_lumo_gap_ha="0.1922 / 0.1781" s_squared=0.805 lumo_energy_ev="-8.0 / -8.0" homo_energy_ha="-0.4866 / -0.4718" total_charge=+1
C 0.30 0.54 1.98 -0.18
C -0.92 -0.22 1.37 -0.61
S -2.23 0.81 0.56 0.70
C 1.32 0.92 0.81 -0.17
N 1.66 -0.19 -0.02 0.25
C 2.09 -1.41 -2.10 -0.02
C 1.33 -0.22 -1.37 -0.32
C -0.27 -0.39 -1.74 0.00
H -0.14 1.48 2.35 0.11
H 0.86 -0.03 2.74 0.12
H -1.32 -0.74 2.27 0.08
H -0.55 -1.06 0.72 0.06
H -3.16 -2.43 1.09 0.03
H 0.74 1.82 0.27 0.16
H 2.23 1.43 1.13 0.15
H -3.71 -1.97 1.29 0.03
H 3.12 -1.17 -2.28 0.09
H 1.81 -2.33 -1.64 0.09
H 1.59 -1.58 -3.02 0.07
H 1.50 0.74 -2.00 0.22
H -0.61 -1.16 -1.14 0.04
H -0.42 -0.34 -2.77 0.08
H -1.10 0.29 -1.48 0.01